1.
{"formula": "C20H30AlO10", "method": "the ωB97M-V functional and the def2-TZVPD basis", "symbols": ["Al", "O", "C", "O", "C", "C", "C", "H", "H", "H", "H", "H", "H", "O", "C", "O", "C", "C", "C", "H", "H", "H", "H", "H", "H", "O", "C", "O", "C", "C", "C", "H", "H", "H", "H", "H", "H", "O", "C", "O", "C", "C", "C", "H", "H", "H", "H", "H", "H", "O", "C", "O", "C", "C", "C", "H", "H", "H", "H", "H", "H"], "xyz": [[-0.621089, 0.807821, -2.315533], [-1.718069, 0.498461, 0.426107], [-1.794879, 0.055711, 1.556787], [-0.732759, -0.351749, 2.215817], [-0.999209, -0.686219, 3.559847], [-2.475989, -0.357309, 3.783867], [-3.000719, 0.046451, 2.453777], [-0.370039, -0.067409, 4.199617], [-0.705649, -1.686149, 3.879337], [-2.624799, 0.435491, 4.516947], [-3.074979, -1.238349, 4.014277], [-3.617779, 0.944711, 2.475557], [-3.629139, -0.704599, 1.975127], [-0.011959, -1.824439, -1.271553], [0.545481, -2.526969, -0.438933], [1.849411, -2.415639, -0.397773], [2.427491, -3.224529, 0.668707], [1.215211, -3.477939, 1.564557], [0.047361, -3.504059, 0.639437], [3.186341, -2.710039, 1.258237], [2.899071, -4.087669, 0.198927], [1.167811, -2.674069, 2.299167], [1.427631, -4.429109, 2.052667], [-0.926229, -3.125919, 0.951257], [-0.088769, -4.442119, 0.101267], [2.145451, -0.036489, -2.421273], [3.250401, -0.424779, -2.856253], [4.310021, 0.223871, -2.621983], [5.451291, -0.322229, -3.271133], [4.795521, -1.145419, -4.393363], [3.510341, -1.542739, -3.821213], [6.066911, -0.807279, -2.513613], [6.079711, 0.407501, -3.781703], [5.442161, -1.917389, -4.810523], [4.574061, -0.582159, -5.299893], [3.494321, -2.459629, -3.232023], [2.768941, -1.663309, -4.611073], [1.272981, 0.859891, -0.034763], [1.788631, 1.087891, 1.063687], [2.469311, 0.126371, 1.680887], [3.178511, 0.610491, 2.816697], [2.995771, 2.132581, 2.779767], [1.753211, 2.352821, 1.945887], [4.233141, 0.348571, 2.731547], [2.789271, 0.199471, 3.748167], [3.840201, 2.629091, 2.301737], [2.968511, 2.581371, 3.772717], [1.901711, 3.231801, 1.318637], [0.825511, 2.479971, 2.503837], [-3.200309, 2.120511, -1.832363], [-4.418389, 2.482621, -1.928383], [-4.836069, 3.768731, -2.065683], [-6.267229, 3.953291, -1.959823], [-6.775769, 2.551851, -2.271183], [-5.638189, 1.640551, -1.681393], [-6.677219, 4.701491, -2.638203], [-6.605259, 4.303191, -0.984423], [-6.823409, 2.330681, -3.337443], [-7.768139, 2.343071, -1.871533], [-5.539809, 0.680101, -2.187313], [-5.729849, 1.499261, -0.604483]], "forces_ev_per_angstrom": [[0.3, -0.7, 1.7], [-0.1, -0.6, -0.1], [-0.4, 2.2, -0.8], [1.4, -1.0, -0.6], [-0.2, 0.5, 1.8], [-0.7, -0.8, 0.7], [-0.4, 0.0, -1.4], [0.0, 0.3, -0.2], [-0.2, -0.4, -0.9], [0.1, -0.3, 0.1], [0.4, 0.0, 0.9], [0.5, 0.2, -0.4], [-0.3, -0.2, 0.2], [-1.4, -0.5, 0.5], [0.1, 1.3, -0.8], [1.9, -0.1, 0.6], [-0.6, 0.2, 0.0], [1.2, -1.1, 0.7], [-0.5, 1.1, -1.8], [0.0, 0.5, -0.6], [-0.3, -0.2, 0.1], [-0.2, -0.1, 0.0], [-0.5, 0.1, 0.4], [0.1, -0.3, 0.4], [-0.1, -0.2, 0.2], [1.1, -0.1, -0.3], [-3.3, 0.0, -1.1], [1.2, 2.1, 1.6], [0.9, -0.6, -1.8], [2.0, -0.3, -0.8], [-1.6, -1.3, 0.2], [-0.2, -0.4, -0.2], [-0.3, 0.7, 0.7], [-0.1, -0.4, 0.5], [0.3, 0.8, 0.3], [0.2, -0.2, 0.1], [-0.4, 0.1, 0.4], [0.5, 0.3, 1.4], [-1.5, 0.1, -0.8], [-0.1, -0.4, -0.6], [0.5, 1.1, 0.8], [0.5, 0.3, 0.6], [0.7, 0.0, -1.1], [-0.2, -0.2, -0.1], [-0.2, -0.3, -0.2], [0.1, -0.2, -0.2], [-0.3, -0.2, 0.0], [-0.4, 0.0, -0.1], [-0.1, -0.4, -0.1], [-3.3, 1.4, -1.0], [1.9, 0.1, 1.3], [1.7, -0.1, 0.0], [-0.8, -1.1, -0.4], [0.2, -1.1, 0.5], [-0.6, 0.4, -1.0], [0.8, 0.0, -0.4], [0.7, -0.2, 0.4], [0.0, 0.4, -0.1], [0.1, 0.0, 0.2], [-0.1, 0.0, 0.2], [0.0, -0.1, 0.1]], "lowdin_charge": [1.331, 0.041, -0.461, 0.036, -0.134, -0.129, -0.072, 0.127, 0.129, 0.130, 0.127, 0.143, 0.140, 0.018, -0.453, 0.034, -0.096, -0.144, -0.039, 0.126, 0.135, 0.111, 0.132, 0.129, 0.145, 0.056, -0.429, 0.121, -0.079, -0.142, -0.070, 0.143, 0.142, 0.140, 0.134, 0.148, 0.147, 0.038, -0.401, 0.037, -0.124, -0.141, -0.043, 0.135, 0.130, 0.125, 0.128, 0.132, 0.134, -0.071, -0.390, 0.039, -0.125, -0.127, -0.063, 0.134, 0.131, 0.120, 0.121, 0.127, 0.132], "homo_lumo_gap_ev": [9.4, 4.0], "spin_multiplicity": 2, "e_lumo_ev": [-5.87, -11.15], "total_charge": 2}

=====

2.
{"formula": "C43H41AsN2OOsSTe", "method": "the ωB97M-V functional and the def2-TZVPD basis", "symbols": ["Os", "C", "C", "C", "C", "C", "C", "As", "C", "C", "C", "C", "C", "C", "C", "C", "C", "C", "C", "C", "H", "H", "H", "H", "H", "H", "H", "H", "H", "H", "H", "H", "H", "H", "H", "O", "S", "C", "C", "C", "C", "C", "C", "C", "C", "C", "C", "C", "C", "H", "H", "H", "H", "H", "H", "H", "H", "H", "H", "C", "C", "C", "C", "N", "N", "C", "H", "H", "H", "H", "H", "H", "H", "H", "C", "Te", "C", "C", "C", "C", "C", "C", "C", "H", "H", "H", "H", "H", "H", "H", "H"], "xyz": [[-0.204602, 0.305498, 0.502072], [5.572835, 1.280925, -1.044227], [5.169230, 0.408124, -2.050385], [3.934713, -0.222328, -1.976773], [3.109958, 0.033688, -0.887805], [3.512257, 0.902241, 0.131536], [4.751406, 1.529476, 0.045258], [1.496072, -0.962592, -0.733322], [1.860080, -2.554288, 0.300050], [0.819612, -3.380755, 0.734611], [1.103682, -4.519471, 1.471110], [2.421434, -4.839175, 1.783108], [3.460202, -4.019274, 1.360291], [3.188208, -2.871547, 0.617775], [0.887736, -1.424025, -2.468767], [0.976788, -0.466332, -3.479142], [0.580261, -0.793770, -4.761242], [0.099503, -2.073353, -5.032960], [0.020896, -3.027631, -4.026128], [0.412721, -2.710585, -2.734822], [6.541812, 1.760306, -1.106216], [5.822627, 0.208888, -2.891531], [3.633641, -0.910257, -2.757553], [2.901049, 1.070084, 0.979620], [5.081658, 2.196567, 0.832586], [-0.198102, -3.152852, 0.486711], [0.298109, -5.175606, 1.792487], [2.639262, -5.738673, 2.351685], [4.488057, -4.278017, 1.594914], [4.006064, -2.247519, 0.277960], [1.433306, 0.507513, -3.290584], [0.676851, -0.069284, -5.560825], [-0.190972, -2.332761, -6.042387], [-0.323788, -4.029834, -4.251817], [0.389907, -3.466081, -1.974194], [-1.942624, -0.194481, 0.103983], [-2.616606, -1.681780, -0.186996], [-3.695736, -1.954363, 1.153176], [-4.881294, -1.225544, 1.308851], [-5.695392, -1.521654, 2.384409], [-5.331484, -2.534668, 3.282295], [-4.152000, -3.251728, 3.116576], [-3.317917, -2.963301, 2.041537], [-3.701982, -1.294951, -1.543887], [-3.483378, -0.198564, -2.368868], [-4.335076, -0.016403, -3.445345], [-5.373926, -0.950180, -3.703401], [-5.550910, -2.058487, -2.876144], [-4.722550, -2.249586, -1.786102], [-5.161373, -0.456383, 0.591358], [-6.625087, -0.979075, 2.526187], [-5.988273, -2.770851, 4.113918], [-3.894526, -4.045500, 3.810157], [-2.405532, -3.535855, 1.875302], [-2.682527, 0.502042, -2.178127], [-4.203254, 0.844833, -4.093309], [-6.038048, -0.801563, -4.549667], [-6.344585, -2.771355, -3.075255], [-4.873537, -3.108901, -1.129621], [2.959739, -1.190891, 4.670160], [1.974786, -0.368271, 3.927279], [1.232530, 0.754983, 4.346879], [0.448961, 1.133138, 3.300294], [0.688773, 0.288511, 2.221650], [1.642168, -0.611163, 2.664224], [-0.530911, 2.249435, 3.196897], [3.003089, -0.879493, 5.711595], [3.956741, -1.076390, 4.231979], [2.689955, -2.249609, 4.628433], [1.275976, 1.212150, 5.328839], [1.935910, -1.404140, 2.066778], [-0.866143, 2.542825, 4.192143], [-1.421718, 1.954698, 2.620625], [-0.068845, 3.122358, 2.736227], [-1.248870, 3.906368, -0.229308], [-0.277549, 2.286576, -1.249858], [1.550199, 3.436609, -1.163771], [1.085397, 4.816746, -0.805635], [1.944943, 5.872595, -0.927319], [1.538870, 7.137924, -0.584501], [0.182292, 7.365809, -0.097637], [-0.679532, 6.322982, 0.009623], [-0.275142, 5.045774, -0.326145], [-1.483674, 3.621627, 0.796071], [-2.182603, 4.099407, -0.761350], [2.007026, 3.379071, -2.151420], [2.226772, 2.984842, -0.430534], [2.948922, 5.714570, -1.307200], [2.236385, 7.958943, -0.694288], [-0.156499, 8.356812, 0.166419], [-1.692830, 6.496188, 0.350728]], "forces_ev_per_angstrom": [[0.3, 0.2, 0.0], [0.1, -0.1, -0.2], [0.1, 0.0, 0.0], [0.1, 0.0, -0.2], [0.0, 0.1, 0.3], [0.7, -0.2, -0.8], [-0.3, -0.1, 0.1], [0.0, -0.4, 0.2], [0.2, 0.0, 0.0], [0.3, 0.0, 0.1], [-0.1, -0.1, 0.1], [0.0, -0.1, 0.1], [0.0, 0.1, -0.1], [-0.1, 0.0, 0.0], [-0.1, -0.1, 0.0], [0.2, 0.3, 0.1], [0.0, -0.1, -0.2], [0.0, 0.1, 0.0], [0.0, 0.0, -0.1], [0.0, 0.4, -0.2], [0.0, 0.0, 0.0], [0.0, 0.0, 0.0], [0.0, 0.0, 0.0], [-0.6, 0.2, 0.8], [0.0, 0.0, 0.0], [-0.4, 0.1, -0.1], [0.1, 0.1, -0.1], [0.0, 0.1, -0.1], [-0.1, 0.0, 0.0], [0.0, 0.0, 0.0], [-0.2, -0.2, 0.0], [0.0, 0.0, 0.0], [0.0, 0.0, 0.0], [0.0, 0.1, 0.0], [0.0, -0.2, 0.3], [-0.2, 0.0, 0.2], [-0.5, -0.5, -0.1], [0.2, 0.1, -0.2], [-0.1, 0.2, -0.1], [0.0, 0.0, 0.1], [-0.1, 0.1, -0.1], [0.2, 0.0, -0.1], [0.1, -0.2, 0.2], [-0.5, -0.7, 0.0], [-0.1, -0.2, 0.0], [-0.9, -0.7, -0.4], [0.8, 0.6, 0.2], [0.0, 0.2, -0.2], [0.7, 0.4, 0.4], [0.0, -0.2, 0.1], [0.1, -0.1, 0.0], [0.1, 0.0, -0.1], [0.0, 0.1, -0.1], [-0.2, 0.1, 0.1], [0.0, 0.0, 0.0], [-0.1, -0.1, 0.1], [0.1, 0.0, 0.1], [0.1, 0.1, 0.0], [0.1, 0.3, -0.2], [0.0, 0.0, 0.0], [0.1, -0.1, -0.1], [0.0, 0.1, 0.3], [-0.3, 0.2, 0.0], [0.1, 0.2, -0.4], [0.0, -0.5, -0.2], [-0.2, -0.2, 0.0], [0.0, 0.0, 0.0], [-0.1, 0.0, 0.0], [0.0, 0.1, 0.0], [0.0, -0.1, -0.2], [-0.2, 0.5, 0.4], [0.0, 0.0, -0.1], [0.2, 0.1, 0.1], [0.0, 0.1, -0.1], [0.0, -0.1, 0.0], [0.4, 0.3, 0.4], [0.1, -0.2, 0.1], [-3.2, -0.3, 1.0], [0.7, 0.4, -0.2], [-2.2, 1.0, 0.9], [3.0, 0.5, -0.9], [-0.7, -0.6, 0.1], [2.5, -0.8, -1.0], [0.0, -0.1, 0.0], [0.0, -0.1, 0.0], [0.0, -0.1, 0.0], [-0.2, 0.0, -0.2], [0.0, 0.0, 0.0], [-0.2, 0.1, 0.1], [0.2, 0.1, -0.1], [0.0, 0.0, 0.0]], "lowdin_charge": [0.993, -0.013, -0.013, -0.079, -0.400, -0.146, -0.041, 1.242, -0.401, -0.130, -0.035, -0.015, -0.022, -0.079, -0.390, -0.146, -0.032, -0.010, -0.026, -0.076, 0.134, 0.134, 0.119, 0.065, 0.128, 0.056, 0.127, 0.136, 0.134, 0.114, 0.088, 0.129, 0.132, 0.130, 0.098, -0.695, 1.167, -0.432, -0.045, -0.009, 0.009, -0.023, -0.066, -0.393, -0.083, -0.022, 0.005, -0.024, -0.053, 0.133, 0.135, 0.138, 0.131, 0.107, 0.057, 0.125, 0.132, 0.136, 0.132, 0.044, -0.199, 0.094, -0.270, -0.183, 0.086, 0.002, 0.110, 0.116, 0.108, 0.158, 0.124, 0.116, 0.079, 0.099, -0.335, 1.525, -0.311, -0.280, -0.047, 0.012, 0.002, -0.046, -0.271, 0.053, 0.085, 0.086, 0.051, 0.135, 0.126, 0.126, 0.136], "homo_lumo_gap_ev": 4.6, "e_lumo_ev": -13.34, "total_charge": 4}

=====

3.
{"formula": "C11H15N", "method": "the ωB97M-V functional and the def2-TZVPD basis", "symbols": ["C", "C", "C", "C", "C", "C", "C", "C", "C", "N", "H", "H", "H", "H", "H", "H", "H", "H", "H", "C", "C", "H", "H", "H", "H", "H", "H"], "xyz": [[-1.288459, -3.170695, -0.741276], [0.175122, -1.559858, 0.738164], [-0.131844, -2.299547, -0.456885], [1.204342, -0.648162, 0.395330], [0.904675, -2.044129, -1.329492], [-0.191684, -0.497608, 2.898666], [0.881283, 0.326131, 2.594582], [-0.528611, -1.517936, 1.989839], [1.652565, 0.245646, 1.422806], [1.664896, -0.956909, -0.856448], [-0.778097, -0.394282, 3.805328], [1.248726, 1.024106, 3.339928], [-1.169658, -2.387834, 2.091230], [2.379696, 1.011796, 1.193943], [-2.237548, -2.976856, -0.240012], [-0.999303, -4.220717, -0.573593], [0.813255, -2.399015, -2.353629], [2.497591, -0.591310, -1.301405], [-1.588811, -3.230832, -1.801610], [-0.293024, 3.853834, -0.916527], [-0.785974, 2.642099, -1.749495], [0.765857, 3.995750, -1.072222], [-0.808409, 4.782495, -1.161077], [-0.554937, 3.707820, 0.135601], [-0.983565, 3.078258, -2.732355], [-1.818779, 2.355248, -1.538391], [-0.029313, 1.872515, -1.781012]], "forces_ev_per_angstrom": [[-0.2, -1.6, -0.8], [-1.1, 0.6, -1.1], [1.1, 0.9, 1.0], [0.2, -0.3, 2.0], [-0.7, -0.3, -1.2], [0.1, -0.5, -0.4], [-0.2, 0.3, 1.0], [0.4, -0.5, -1.0], [0.2, -0.3, -1.7], [-0.3, -0.3, -0.3], [0.3, 0.1, 0.2], [-0.3, 0.2, 0.1], [-0.4, 0.4, 0.8], [0.2, 0.1, 0.1], [0.3, 0.2, 0.5], [-0.3, 0.0, 0.5], [0.7, 0.6, -0.1], [-0.4, -0.2, 0.4], [0.4, 0.5, 0.0], [-1.1, -0.6, 0.5], [-0.6, 2.1, -0.6], [0.3, 0.1, 0.3], [0.0, 0.0, -0.4], [0.6, -0.1, 0.1], [0.7, -0.4, -0.6], [0.4, -0.6, 0.8], [-0.3, -0.5, 0.0]], "lowdin_charge": [-0.095, -0.185, -0.292, -0.262, -0.165, -0.191, -0.218, -0.111, -0.126, 0.038, 0.066, 0.064, 0.059, 0.048, 0.061, 0.064, 0.071, 0.125, 0.060, -0.172, -0.155, 0.051, 0.047, 0.059, 0.046, 0.061, 0.055], "homo_lumo_gap_ev": [2.9, 6.4], "spin_multiplicity": 2, "e_lumo_ev": [3.58, 3.55], "total_charge": -1, "relative_energy_kj_mol": 87.2}